1.
Here is a cluster of 3 separate species, C6H17N4Si in total in a non-equilibrium geometry from OMol25. Energies are from ωB97M-V/def2-TZVPD.

Positions of all 28 atoms, in Å:
C (-2.513, 0.639, -0.205)
C (-3.014, -0.669, 0.437)
C (-1.966, -1.608, 0.695)
C (1.864, 1.492, -0.926)
C (1.726, 0.489, 2.299)
C (2.583, -1.143, -0.540)
N (-3.358, 1.438, -0.718)
N (-1.160, 0.765, -0.128)
N (-0.684, -1.328, 0.731)
N (-0.205, -0.317, 0.117)
Si (1.616, 0.161, 0.392)
H (-3.619, -0.542, 1.309)
H (-3.852, -0.979, -0.227)
H (-2.309, -2.550, 1.184)
H (-0.946, -0.320, -3.140)
H (1.884, 2.445, -0.452)
H (2.912, 1.461, -1.264)
H (0.967, 1.423, -1.516)
H (2.766, 0.446, 2.500)
H (1.417, 1.548, 2.541)
H (1.350, -0.267, 2.959)
H (2.000, -1.582, -1.383)
H (3.355, -0.596, -1.095)
H (3.212, -1.802, 0.117)
H (-3.309, 2.386, -1.162)
H (-0.601, 1.510, -0.485)
H (-0.008, -2.073, 0.738)
H (-0.107, -0.428, -2.778)

highest occupied orbital energy (alpha / beta) = -0.45101 / -0.45102 hartree
lowest unoccupied orbital energy (alpha / beta) = -3.8 / -3.8 eV
strongest force on any atom = 4.93 eV Å⁻¹
ΔE to the lowest compared entry with this formula, charge and spin = 113.7 kcal/mol
frontier orbital gap (alpha / beta) = 8.447 / 8.448 eV
spin multiplicity = 1
total charge = +1


2.
Here is the molecule C19H26N4O3S in a non-equilibrium geometry from OMol25. Energies are from ωB97M-V/def2-TZVPD.

Positions of all 53 atoms, in Å:
C (3.178, -4.840, -2.325)
N (1.925, -4.209, -2.023)
C (1.817, -3.474, -0.886)
O (2.688, -3.467, -0.013)
C (0.533, -2.678, -0.809)
C (-0.311, -3.045, 0.437)
C (-1.502, -2.075, 0.553)
C (-2.643, -2.133, -0.125)
N (-3.471, -1.058, 0.330)
C (-2.766, -0.239, 1.206)
C (-3.200, 0.870, 1.973)
C (-2.249, 1.445, 2.878)
C (-0.972, 0.866, 3.066)
C (-0.575, -0.279, 2.335)
C (-1.454, -0.888, 1.343)
N (0.837, -1.350, -0.632)
C (0.722, -0.358, -1.480)
O (0.376, -0.621, -2.601)
C (0.817, 1.098, -1.011)
C (-0.521, 1.845, -1.003)
C (-0.372, 3.269, -0.484)
S (-1.838, 4.181, 0.017)
C (-2.352, 5.075, -1.452)
N (1.470, 1.191, 0.336)
C (2.656, 1.775, 0.482)
C (3.134, 1.989, 1.920)
O (3.240, 2.102, -0.483)
H (4.073, -4.094, -2.139)
H (3.162, -5.231, -3.456)
H (3.317, -5.744, -1.785)
H (1.255, -4.195, -2.788)
H (-0.049, -2.915, -1.739)
H (0.159, -3.169, 1.418)
H (-0.864, -4.017, 0.403)
H (-3.087, -2.787, -0.895)
H (-4.435, -0.957, 0.033)
H (-4.161, 1.352, 1.780)
H (-2.475, 2.398, 3.471)
H (-0.430, 1.321, 3.926)
H (0.358, -0.765, 2.540)
H (1.242, -1.191, 0.248)
H (1.446, 1.607, -1.801)
H (-1.265, 1.316, -0.417)
H (-0.914, 1.865, -1.997)
H (0.373, 3.278, 0.343)
H (0.137, 3.794, -1.280)
H (-2.950, 4.535, -2.238)
H (-2.944, 5.923, -1.166)
H (-1.497, 5.329, -2.086)
H (0.828, 1.075, 1.115)
H (4.051, 2.559, 2.095)
H (3.142, 1.092, 2.481)
H (2.361, 2.625, 2.384)

highest occupied orbital energy = -0.30556 hartree
lowest unoccupied orbital energy = 0.6 eV
strongest force on any atom = 4.34 eV Å⁻¹
ΔE to the lowest compared entry with this formula, charge and spin = 63.0 kcal/mol
frontier orbital gap = 8.868 eV
spin multiplicity = 1
structure (SMILES) = CNC(=O)[C@@H](Cc1c[nH]c2ccccc12)NC(=O)[C@@H](CCSC)NC(C)=O


3.
Here is a structure of composition C39H34Cl5MnN7O5S in a non-equilibrium geometry from OMol25. Energies are from ωB97M-V/def2-TZVPD.

Positions of all 92 atoms, in Å:
Mn (-1.441, -0.169, 0.721)
C (-2.972, 3.515, 2.539)
N (-3.742, 2.789, 3.535)
C (-3.237, 2.744, 4.887)
C (-4.876, 2.076, 3.264)
C (-5.607, 2.402, 1.948)
N (-5.177, 1.775, 0.648)
C (-6.286, 1.468, -0.288)
C (-4.263, 0.864, 0.841)
H (-3.171, 4.593, 2.593)
H (-3.201, 3.158, 1.538)
H (-1.909, 3.354, 2.719)
H (-3.616, 3.566, 5.499)
H (-2.148, 2.778, 4.876)
H (-3.539, 1.789, 5.332)
H (-5.429, 1.662, 4.088)
H (-4.548, 0.673, 3.600)
H (-5.500, 3.486, 1.829)
H (-6.670, 2.207, 2.088)
H (-6.997, 0.780, 0.171)
H (-5.867, 1.015, -1.184)
H (-6.789, 2.395, -0.561)
H (-4.477, -1.018, 2.535)
H (-2.730, 0.966, 2.823)
H (-3.579, -1.656, 0.993)
Cl (-2.749, -4.736, 5.507)
C (-2.013, -3.475, 4.611)
C (-2.757, -2.449, 4.050)
Cl (-4.520, -2.575, 4.108)
C (-2.202, -1.444, 3.294)
Cl (-3.287, -0.276, 2.068)
C (-0.809, -1.308, 3.104)
O (-0.270, -0.356, 2.391)
C (-0.081, -2.394, 3.638)
Cl (1.631, -2.380, 3.324)
C (-0.638, -3.428, 4.377)
Cl (0.365, -4.674, 5.010)
C (11.739, -1.030, -2.780)
O (10.924, -2.069, -2.266)
C (9.607, -1.805, -2.086)
C (8.854, -2.835, -1.524)
C (7.507, -2.655, -1.292)
C (6.878, -1.452, -1.619)
C (7.637, -0.436, -2.182)
C (8.993, -0.602, -2.421)
C (5.456, -1.223, -1.354)
N (4.876, -0.049, -1.277)
C (3.560, -0.319, -1.003)
C (3.341, -1.673, -0.914)
N (4.566, -2.246, -1.147)
C (2.058, -2.238, -0.648)
C (1.794, -3.612, -0.565)
C (0.518, -4.045, -0.313)
C (-0.488, -3.090, -0.140)
N (-0.253, -1.795, -0.205)
C (0.994, -1.344, -0.443)
C (1.220, 0.091, -0.470)
N (0.193, 0.917, -0.169)
C (0.373, 2.221, -0.204)
C (1.597, 2.811, -0.530)
C (2.666, 1.994, -0.800)
C (2.490, 0.605, -0.773)
H (12.752, -1.422, -2.795)
H (11.703, -0.146, -2.139)
H (11.441, -0.758, -3.796)
H (9.349, -3.761, -1.267)
H (6.953, -3.462, -0.827)
H (7.154, 0.498, -2.435)
H (9.554, 0.205, -2.869)
H (4.783, -3.226, -1.178)
H (2.596, -4.327, -0.699)
H (0.280, -5.096, -0.241)
H (-1.516, -3.378, 0.047)
H (-0.488, 2.830, 0.045)
H (1.687, 3.887, -0.547)
H (3.648, 2.388, -1.026)
O (-3.639, -1.171, -5.299)
S (-4.262, -0.698, -4.095)
O (-5.643, -1.041, -3.874)
N (-3.367, -1.046, -2.784)
C (-2.984, 0.043, -2.160)
O (-2.358, 0.091, -1.077)
C (-3.392, 1.329, -2.827)
C (-3.177, 2.628, -2.403)
C (-3.696, 3.662, -3.173)
C (-4.418, 3.393, -4.334)
C (-4.643, 2.084, -4.749)
C (-4.112, 1.074, -3.974)
H (-2.629, 2.816, -1.488)
H (-3.545, 4.691, -2.869)
H (-4.813, 4.214, -4.917)
H (-5.215, 1.866, -5.641)

expectation value of S² = 8.82
highest occupied orbital energy (alpha / beta) = -0.23904 / -0.26557 hartree
lowest unoccupied orbital energy (alpha / beta) = -0.6 / -0.6 eV
strongest force on any atom = 3.69 eV Å⁻¹
ΔE to the lowest compared entry with this formula, charge and spin = 499.4 kcal/mol
frontier orbital gap (alpha / beta) = 5.904 / 6.669 eV
spin multiplicity = 6


4.
Here is a cluster of 2 separate species, C9H14O in total in a non-equilibrium geometry from OMol25. Energies are from ωB97M-V/def2-TZVPD.

Positions of all 24 atoms, in Å:
C (-1.818, -2.306, 0.375)
C (-0.845, -1.471, -0.426)
C (0.427, -1.211, 0.087)
C (1.467, -0.867, -0.764)
C (1.166, -0.534, -2.083)
O (2.225, -0.095, -2.832)
C (-0.141, -0.514, -2.532)
C (-1.146, -0.979, -1.691)
H (-2.098, -3.183, -0.201)
H (-2.755, -1.792, 0.598)
H (-1.324, -2.642, 1.268)
H (0.692, -1.421, 1.118)
H (2.453, -0.618, -0.396)
H (1.957, 0.316, -3.662)
H (-0.394, -0.133, -3.513)
H (-2.190, -0.890, -1.963)
C (0.834, 1.990, 2.479)
C (-0.280, 2.662, 1.695)
H (1.763, 2.544, 2.422)
H (0.690, 1.802, 3.546)
H (1.049, 0.997, 2.078)
H (-0.529, 3.691, 1.941)
H (-1.173, 2.043, 1.815)
H (-0.030, 2.611, 0.642)

highest occupied orbital energy = -0.30475 hartree
lowest unoccupied orbital energy = 0.8 eV
strongest force on any atom = 1.40 eV Å⁻¹
ΔE to the lowest compared entry with this formula, charge and spin = 11.0 kcal/mol
frontier orbital gap = 9.119 eV
spin multiplicity = 1
structure (SMILES) = Cc1ccc(O)cc1.CC


5.
Here is a cluster of 3 separate species, C6H14O3 in total in a non-equilibrium geometry from OMol25. Energies are from ωB97M-V/def2-TZVPD.

Positions of all 23 atoms, in Å:
C (1.843, 0.488, 1.389)
C (0.039, 0.962, -0.428)
C (-0.319, 0.424, 0.816)
C (-1.874, 0.353, -1.033)
C (-0.588, -0.991, 1.226)
C (-1.712, -0.881, -1.879)
O (2.704, 1.575, 1.180)
O (2.293, -0.656, 0.632)
O (0.966, 0.504, -1.282)
H (3.257, -0.735, 0.710)
H (2.568, 1.893, 0.277)
H (1.424, -0.271, -0.867)
H (1.889, 0.257, 2.458)
H (-0.112, 2.032, -0.542)
H (-0.733, 1.173, 1.482)
H (-2.046, 1.258, -1.612)
H (-2.642, 0.290, -0.268)
H (-0.133, -1.190, 2.196)
H (-1.659, -1.144, 1.369)
H (-0.177, -1.709, 0.522)
H (-0.864, -0.788, -2.562)
H (-1.526, -1.779, -1.288)
H (-2.598, -1.063, -2.498)

highest occupied orbital energy = -0.25273 hartree
lowest unoccupied orbital energy = 0.8 eV
strongest force on any atom = 5.20 eV Å⁻¹
ΔE to the lowest compared entry with this formula, charge and spin = 120.9 kcal/mol
frontier orbital gap = 7.648 eV
spin multiplicity = 1


6.
Here is the molecule C5H11NO from OMol25. Energies are from ωB97M-V/def2-TZVPD.

Positions of all 18 atoms, in Å:
C (1.236, 1.217, 0.395)
C (0.350, 0.000, 0.649)
C (-0.774, 0.352, 1.636)
N (-0.191, -0.601, -0.589)
C (0.052, -0.074, -1.917)
C (-0.761, -1.830, -0.460)
O (-0.906, -2.427, 0.591)
H (0.647, 2.092, 0.095)
H (1.745, 1.475, 1.331)
H (2.009, 1.041, -0.359)
H (0.962, -0.785, 1.110)
H (-1.605, -0.348, 1.541)
H (-0.404, 0.278, 2.664)
H (-1.142, 1.373, 1.478)
H (-0.377, 0.924, -2.052)
H (1.120, -0.037, -2.164)
H (-0.426, -0.743, -2.640)
H (-1.100, -2.250, -1.427)

highest occupied orbital energy = -0.34159 hartree
lowest unoccupied orbital energy = 0.9 eV
strongest force on any atom = 0.32 eV Å⁻¹
ΔE to the lowest compared entry with this formula, charge and spin = 14.0 kcal/mol
frontier orbital gap = 10.172 eV
spin multiplicity = 1
structure (SMILES) = CC(C)N(C)C=O